{"formula": "C37H41CaClNO6P2S3Se", "method": "wB97M-V/def2-TZVPD", "elements": ["Ca", "C", "C", "S", "C", "C", "S", "C", "C", "S", "H", "H", "H", "H", "H", "H", "H", "H", "H", "H", "H", "H", "Cl", "C", "C", "C", "C", "C", "C", "P", "C", "C", "C", "C", "C", "C", "C", "C", "C", "C", "C", "C", "H", "H", "H", "H", "H", "H", "H", "H", "H", "H", "H", "H", "H", "H", "O", "C", "O", "C", "C", "C", "C", "C", "C", "C", "C", "C", "N", "H", "H", "H", "H", "H", "H", "C", "P", "C", "C", "H", "H", "H", "H", "H", "H", "H", "H", "H", "O", "Se", "O", "O", "O"], "positions_angstrom": [[0.037281, -0.093323, 0.605070], [-2.272222, 3.702044, -4.200563], [-2.341912, 3.882144, -2.678187], [-1.810543, 2.536297, -1.621898], [-3.049027, 1.272226, -1.925581], [-2.921319, 0.442639, -3.210256], [-1.239939, -0.174787, -3.460140], [-0.877166, 0.180073, -5.192277], [-1.288430, 1.542661, -5.753829], [-0.722241, 3.018670, -4.867739], [-2.423279, 4.676792, -4.668336], [-3.080197, 3.055392, -4.538650], [-3.367332, 4.164828, -2.421558], [-1.696285, 4.709756, -2.376052], [-4.041074, 1.727642, -1.879452], [-2.966285, 0.620448, -1.052835], [-3.207828, 1.027460, -4.080765], [-3.602381, -0.408978, -3.147263], [-1.316143, -0.588433, -5.835211], [0.206726, 0.064599, -5.249414], [-2.371104, 1.610743, -5.852486], [-0.887664, 1.605413, -6.767785], [3.259366, -1.615323, 0.718898], [3.328612, -3.168685, -0.060632], [4.334636, -4.029640, 0.360508], [4.475863, -5.262374, -0.250924], [3.621245, -5.628709, -1.282882], [2.612124, -4.767075, -1.672772], [2.428941, -3.523076, -1.062793], [1.008430, -2.449810, -1.520761], [-0.412282, -3.436383, -0.898422], [-0.297384, -4.628381, -0.186362], [-1.428589, -5.272220, 0.294740], [-2.686634, -4.733369, 0.071472], [-2.812211, -3.544506, -0.631385], [-1.683009, -2.903070, -1.110631], [0.950893, -2.754821, -3.327336], [0.026205, -3.571664, -3.963783], [0.067901, -3.735890, -5.343282], [1.033418, -3.087977, -6.098047], [1.958361, -2.262732, -5.469579], [1.911533, -2.096217, -4.095135], [4.993717, -3.721046, 1.159659], [5.257714, -5.934546, 0.078721], [3.738047, -6.585130, -1.775447], [1.939137, -5.059869, -2.469849], [0.676428, -5.050658, 0.021451], [-1.322410, -6.190673, 0.857841], [-3.566647, -5.222262, 0.468921], [-3.785590, -3.097761, -0.783222], [-1.798091, -1.961949, -1.635064], [-0.736746, -4.077825, -3.386473], [-0.659668, -4.376505, -5.825893], [1.069283, -3.225857, -7.171440], [2.713445, -1.745195, -6.048077], [2.629770, -1.441831, -3.612655], [0.531408, 3.070350, 3.064557], [0.190517, 2.054771, 2.481787], [0.079806, 1.923998, 1.204381], [-0.085433, 0.726838, 3.336115], [0.241931, 0.983147, 4.758895], [0.744043, 0.016213, 5.528409], [1.018746, -1.293231, 4.982256], [1.459754, -2.366862, 5.758157], [1.742142, -3.597117, 5.198102], [1.553403, -3.764113, 3.820329], [1.118462, -2.714666, 3.041691], [0.869136, -1.439056, 3.589175], [0.527098, -0.403061, 2.763869], [0.044616, 1.978281, 5.128541], [0.970985, 0.204731, 6.573210], [1.568216, -2.217658, 6.828165], [2.076933, -4.421928, 5.814222], [1.738028, -4.728390, 3.358658], [0.926138, -2.877965, 1.985678], [1.817604, 2.770563, -1.755211], [2.424441, 1.397210, -0.703459], [3.237230, 2.365438, 0.622074], [3.902930, 0.909929, -1.685493], [2.619896, 3.487515, -1.951268], [1.003675, 3.269454, -1.231694], [1.418584, 2.395500, -2.698274], [4.023948, 3.001052, 0.206646], [3.674096, 1.699086, 1.368410], [2.489480, 2.978235, 1.127307], [4.397836, 1.792410, -2.098719], [3.625393, 0.251880, -2.510839], [4.611410, 0.371291, -1.054799], [-4.093369, -0.459505, 2.588464], [-2.780750, 0.309096, 2.034815], [-1.683133, 0.483266, 3.390729], [-1.995534, -0.686841, 0.894974], [-3.037907, 1.766366, 1.371184]], "forces_ev_per_a": [[1.0425, -0.8206, -1.6022], [-0.0305, -0.0203, 0.0666], [0.1296, 0.0210, -0.2459], [-0.0123, -0.0172, 0.1149], [-0.0394, -0.0497, 0.0421], [-0.0355, 0.1143, 0.0465], [0.1020, 0.0180, 0.0394], [-0.0519, 0.1077, -0.0751], [0.0056, -0.0751, -0.0165], [0.0789, 0.0331, 0.0616], [-0.0408, -0.0154, -0.0167], [-0.0236, 0.0259, -0.0122], [0.0279, 0.0329, 0.0308], [-0.0288, 0.0156, -0.0238], [-0.0315, -0.0515, 0.0365], [-0.0310, 0.0202, 0.0390], [-0.0155, -0.0314, -0.0053], [-0.0310, 0.0324, -0.0258], [0.0276, -0.0158, 0.0174], [-0.0204, -0.0036, -0.0156], [-0.0049, -0.0050, -0.0334], [-0.0147, -0.0005, -0.0037], [-0.0981, -0.0939, 0.0073], [0.0491, 0.1221, 0.1019], [-0.0058, -0.0623, -0.0797], [0.0202, 0.0163, 0.0313], [0.0034, 0.0103, 0.0100], [0.0087, -0.0025, -0.0621], [0.0285, -0.0495, 0.0032], [-0.2147, -0.1224, 0.1622], [0.1087, -0.0515, -0.0921], [0.0345, -0.0062, 0.0688], [-0.0049, 0.0182, -0.0091], [-0.0215, 0.0162, -0.0030], [0.0099, -0.0672, -0.0116], [-0.0811, 0.0897, 0.0591], [0.1893, 0.0595, 0.0307], [-0.0482, -0.0482, -0.0421], [-0.0172, -0.0015, 0.0342], [0.0484, 0.0191, -0.0110], [-0.0080, -0.0467, -0.0156], [0.0044, 0.0329, -0.0169], [-0.0047, 0.0044, 0.0043], [0.0040, 0.0004, -0.0127], [-0.0157, -0.0046, 0.0012], [-0.0141, -0.0005, 0.0096], [0.0159, -0.0158, -0.0089], [0.0083, 0.0119, 0.0192], [0.0041, -0.0068, -0.0012], [0.0038, 0.0207, 0.0398], [0.0403, -0.0618, 0.0254], [-0.0023, 0.0001, 0.0215], [0.0010, 0.0009, -0.0052], [-0.0176, 0.0173, -0.0034], [-0.0018, -0.0088, -0.0139], [-0.0130, -0.0187, 0.0242], [0.0337, -0.0319, 0.1166], [-0.3892, -0.3795, -0.0974], [0.1013, 0.5331, 0.6339], [0.5815, 0.2812, -0.2507], [-0.3953, -0.0382, 0.1109], [0.0154, -0.0735, 0.0302], [0.0309, 0.0839, 0.1062], [-0.0191, 0.0125, 0.0255], [-0.0342, -0.0209, -0.0839], [0.0143, 0.0364, 0.0846], [0.0165, -0.1035, -0.0245], [-0.1550, 0.0613, -0.3088], [-0.0216, 0.2472, 0.6794], [0.0170, -0.0073, -0.0121], [0.0079, -0.0109, -0.0020], [0.0233, 0.0033, -0.0034], [0.0055, -0.0027, -0.0026], [-0.0224, -0.0129, 0.0149], [0.0323, 0.0431, -0.0180], [0.0115, 0.0134, 0.0470], [-0.1155, 0.2726, -0.1209], [0.0392, -0.0526, 0.0403], [0.0960, -0.0547, -0.0370], [-0.0091, -0.0023, -0.0201], [-0.0155, 0.0083, 0.0670], [-0.0069, -0.0382, -0.0019], [-0.0115, 0.0205, 0.0164], [0.0091, -0.0134, -0.0169], [-0.0448, -0.0339, -0.0128], [0.0257, -0.0077, 0.0251], [-0.0390, 0.0234, 0.0029], [-0.0253, -0.0149, 0.0003], [0.6416, 0.3014, -0.0559], [-0.0769, -0.2579, -0.2349], [-0.2684, 0.0577, -0.4259], [-1.1075, 0.7010, 0.8089], [0.0387, -0.6295, 0.2352]], "lowdin_charge": [1.138, -0.528, -0.539, 0.869, -0.523, -0.498, 0.852, -0.532, -0.548, 0.853, 0.063, 0.054, 0.079, 0.069, 0.091, 0.037, 0.043, 0.074, 0.075, 0.056, 0.058, 0.065, 0.727, -0.625, -0.105, -0.079, -0.080, -0.096, -0.384, 1.071, -0.379, -0.087, -0.075, -0.073, -0.063, -0.139, -0.409, -0.092, -0.081, -0.096, -0.094, -0.110, 0.104, 0.104, 0.102, 0.109, 0.095, 0.102, 0.103, 0.113, 0.046, 0.105, 0.102, 0.099, 0.104, 0.088, 0.040, -0.597, -0.291, -0.376, -0.007, -0.028, -0.170, -0.064, -0.128, -0.115, -0.068, -0.250, -0.061, 0.113, 0.105, 0.101, 0.082, 0.089, 0.073, -0.303, 0.758, -0.277, -0.313, 0.040, 0.014, 0.004, 0.039, 0.037, 0.032, 0.034, 0.006, 0.014, -0.463, 0.907, -0.278, -0.656, -0.462], "homo_ev": -4.287, "lumo_energy_ev": 1.901, "charge": -1, "largest_force_ha_per_bohr": 0.0405, "homo_lumo_gap_ha": 0.2274, "spin_multiplicity": 1}


{"formula": "C20H19AsIrN4O11S2", "method": "wB97M-V/def2-TZVPD", "elements": ["Ir", "O", "As", "O", "O", "C", "C", "C", "C", "C", "C", "S", "O", "O", "O", "H", "H", "H", "H", "H", "O", "C", "O", "C", "O", "O", "N", "C", "N", "C", "C", "O", "C", "C", "H", "H", "H", "H", "H", "H", "H", "H", "N", "C", "N", "C", "C", "C", "C", "C", "C", "S", "H", "H", "H", "H", "H", "H"], "positions_angstrom": [[0.671228, 1.153473, 0.168796], [1.666181, -2.796574, 1.233683], [0.887784, -1.503271, 2.189711], [1.213038, -1.667203, 3.766115], [1.656521, -0.135931, 1.462322], [-0.921000, -2.021641, 1.670761], [-1.124016, -3.399090, 1.632458], [-2.382478, -3.917228, 1.356256], [-3.452041, -3.070950, 1.107533], [-3.268635, -1.697884, 1.168068], [-2.013587, -1.187814, 1.461163], [-1.824928, 0.556040, 1.673943], [-0.652450, 0.643437, 2.528450], [-3.026079, 1.091488, 2.229368], [-1.446715, 1.100146, 0.294950], [2.617621, -2.735102, 1.386282], [-0.296537, -4.067659, 1.827068], [-2.524321, -4.990434, 1.341624], [-4.433120, -3.476725, 0.898752], [-4.098492, -1.016401, 1.034524], [1.789142, 3.391218, -3.115550], [1.505876, 2.627244, -2.265654], [0.534341, 2.085496, -1.722497], [3.074509, 1.881849, -1.398072], [3.990618, 1.863474, -2.137840], [2.720827, 1.624847, -0.243680], [0.479734, -0.506107, -0.953517], [0.457939, -1.298681, -1.787362], [0.413152, -2.149048, -2.784152], [-0.860599, -2.824085, -3.099364], [-0.895272, -4.175760, -2.410664], [0.235413, -4.948359, -2.772646], [1.438904, -4.324353, -2.351652], [1.604542, -2.983342, -3.044215], [-0.889826, -2.951405, -4.182431], [-1.687926, -2.185358, -2.793502], [-1.777552, -4.736461, -2.717585], [-0.923264, -4.035976, -1.325554], [2.252901, -4.994593, -2.624153], [1.433938, -4.182491, -1.264023], [1.667736, -3.116799, -4.124986], [2.490008, -2.451833, -2.699426], [2.209590, 2.040326, 2.946636], [1.512127, 3.004301, 2.370313], [0.823094, 2.874783, 1.245357], [0.147340, 4.067378, 0.919980], [-0.740106, 4.263011, -0.132252], [-1.311172, 5.514089, -0.295703], [-1.023945, 6.564360, 0.571828], [-0.163189, 6.371376, 1.638022], [0.405489, 5.118428, 1.798003], [1.471796, 4.594389, 3.070605], [2.151665, 1.082652, 2.575407], [2.640294, 2.203032, 3.838552], [-0.995544, 3.456412, -0.800341], [-2.000800, 5.671499, -1.114130], [-1.484758, 7.531297, 0.423011], [0.055004, 7.172515, 2.331413]], "forces_ev_per_a": [[1.3841, 0.0857, -1.8528], [0.0399, 0.0499, -0.0721], [-0.0419, 0.1554, 0.1741], [0.0780, 0.0056, -0.0303], [-1.0758, 0.0788, 0.2908], [0.1001, -0.0597, -0.0708], [-0.0046, -0.0361, -0.0907], [0.0458, -0.0274, -0.0354], [0.0000, 0.0412, 0.0065], [-0.0246, -0.0513, 0.0237], [-0.0568, 0.0334, -0.1440], [0.8000, -0.0673, 1.2181], [-0.3423, 0.0238, 0.2679], [-0.4074, 0.1095, -0.8385], [0.7771, -0.1659, 0.6175], [-0.0164, -0.0612, 0.0350], [-0.0044, 0.0065, -0.0107], [0.0002, 0.0045, 0.0111], [-0.0008, 0.0023, -0.0035], [0.0115, 0.0116, -0.0022], [-0.0546, 0.0151, -0.1007], [0.1662, -0.0464, 0.1345], [-0.8706, 0.4750, 0.0855], [-0.2495, 0.1556, -0.3201], [0.1713, -0.0299, 0.1292], [-0.2981, -0.7233, 0.3725], [0.3597, -0.2205, -0.3180], [-0.1941, 0.0992, -0.0150], [0.0908, -0.1264, 0.0450], [0.0318, 0.0598, -0.0126], [-0.0294, -0.0431, -0.0554], [0.0203, 0.0422, 0.0260], [-0.0180, -0.0293, -0.0596], [-0.0394, 0.0435, 0.0162], [-0.0190, 0.0132, -0.0004], [0.0019, -0.0158, 0.0235], [0.0122, 0.0021, 0.0051], [-0.0212, 0.0129, 0.1293], [-0.0002, 0.0025, 0.0244], [0.0042, 0.0018, 0.0386], [0.0147, -0.0045, 0.0032], [0.0043, -0.0153, 0.0109], [0.1116, -0.0519, -0.0442], [-0.0148, -0.1108, -0.1074], [-0.2508, 0.3223, 0.4220], [-0.0016, -0.1136, 0.0096], [-0.0379, 0.0408, 0.0004], [0.0128, -0.0077, -0.0045], [-0.0056, 0.0089, 0.0083], [-0.0014, -0.0098, -0.0166], [-0.0122, 0.0617, -0.0125], [0.0051, 0.0296, 0.0181], [-0.1038, 0.0313, 0.0226], [-0.0224, -0.0135, 0.0083], [-0.0227, 0.0121, 0.0350], [-0.0042, -0.0030, 0.0024], [0.0023, 0.0005, -0.0032], [0.0004, -0.0044, 0.0057]], "lowdin_charge": [1.446, -0.270, 0.922, -0.431, -0.589, -0.230, -0.090, -0.074, -0.064, -0.046, -0.274, 0.514, -0.382, -0.253, -0.431, 0.046, 0.106, 0.110, 0.109, 0.120, 0.201, -0.468, -0.081, -0.466, 0.199, -0.036, 0.091, -0.150, -0.060, -0.088, -0.177, -0.117, -0.173, -0.090, 0.134, 0.137, 0.134, 0.117, 0.133, 0.121, 0.134, 0.137, 0.150, -0.655, -0.089, -0.268, -0.019, -0.065, -0.085, -0.087, -0.463, 1.130, 0.055, 0.114, 0.090, 0.108, 0.104, 0.110], "homo_ev": [-8.552, -8.571], "lumo_energy_ev": [-0.250, -2.026], "charge": 0, "largest_force_ha_per_bohr": 0.0450, "homo_lumo_gap_ha": [0.3051, 0.2405], "spin_multiplicity": 2, "s_squared": 0.754}


{"formula": "C5H7N", "method": "wB97M-V/def2-TZVPD", "elements": ["C", "C", "C", "C", "C", "N", "H", "H", "H", "H", "H", "H", "H"], "positions_angstrom": [[-1.865291, 0.482724, 0.222272], [-0.402010, 0.175257, 0.149562], [0.501175, -0.233838, 1.103714], [1.709055, -0.594942, 0.433661], [1.507902, -0.380529, -0.900928], [0.232468, 0.087835, -1.076347], [-2.135159, 1.191172, -0.567664], [-2.470291, -0.423017, 0.067131], [-2.147981, 0.911490, 1.188994], [0.334832, -0.261630, 2.176144], [2.619663, -0.979884, 0.873323], [2.127739, -0.583772, -1.760753], [-0.012103, 0.609136, -1.909107]], "forces_ev_per_a": [[0.0042, 0.1067, -0.0409], [0.1002, -0.0390, -0.0069], [-0.0848, 0.0750, -0.0399], [0.0849, -0.0201, -0.0886], [0.2031, -0.1025, 0.0191], [-0.0126, 0.0974, 0.0369], [-0.0827, -0.0014, 0.1550], [0.1829, 0.1995, 0.0407], [0.1184, -0.0565, -0.1868], [-0.0982, -0.1083, -0.2958], [-0.1835, 0.0388, -0.0096], [0.1086, 0.1823, 0.1356], [-0.3406, -0.3718, 0.2812]], "lowdin_charge": [-0.044, -0.336, -0.068, -0.109, -0.151, 0.036, 0.071, 0.080, 0.077, 0.100, 0.090, 0.103, 0.151], "homo_ev": -7.994, "lumo_energy_ev": 1.065, "charge": 0, "smiles": "Cc1ccc[nH]1", "largest_force_ha_per_bohr": 0.0112, "homo_lumo_gap_ha": 0.3329, "spin_multiplicity": 1}


{"formula": "C7H8Br6Cl6O3", "method": "wB97M-V/def2-TZVPD", "elements": ["C", "Br", "Br", "Br", "H", "C", "Br", "Br", "Br", "H", "C", "Cl", "Cl", "Cl", "H", "C", "Cl", "Cl", "Cl", "H", "C", "C", "O", "C", "O", "O", "H", "H", "H", "H"], "positions_angstrom": [[-2.520692, -4.311938, 0.039568], [-2.872119, -4.704243, -1.821501], [-4.094361, -4.544430, 1.108169], [-1.761672, -2.563076, 0.242355], [-1.781028, -5.031029, 0.354403], [-2.765029, 2.922500, -1.922436], [-2.789943, 1.155687, -2.687640], [-4.454128, 3.293993, -1.085402], [-2.268873, 4.257360, -3.201746], [-2.021180, 2.935730, -1.141453], [-1.113776, 0.950013, 1.326326], [-0.394597, 0.138842, 2.712402], [0.110882, 1.958550, 0.531848], [-2.492240, 1.928857, 1.831730], [-1.468345, 0.215072, 0.615405], [2.474088, 1.847552, 3.908645], [3.529103, 1.414358, 2.555235], [2.971848, 3.394696, 4.617605], [2.463096, 0.578757, 5.116942], [1.479949, 1.969639, 3.505004], [2.366998, -0.655007, -2.553022], [1.012436, -0.698252, -1.853615], [1.347886, -1.185703, -0.555702], [2.676787, -1.034515, -0.347732], [3.243223, -1.237356, 0.667553], [3.293612, -0.614853, -1.483679], [2.454391, 0.209402, -3.209334], [2.553865, -1.534221, -3.174707], [0.267531, -1.344770, -2.317225], [0.552298, 0.288383, -1.777989]], "forces_ev_per_a": [[-0.1402, -0.0928, -0.3345], [-0.0019, 0.0391, 0.0680], [0.0188, -0.0005, 0.0445], [0.1172, 0.0171, 0.0597], [0.0381, 0.0135, 0.1498], [-0.1722, -0.0435, 0.1294], [0.1589, -0.0747, 0.0089], [-0.0602, 0.1350, -0.0504], [-0.0039, 0.0324, -0.0664], [0.1018, -0.0570, 0.0538], [0.1041, 0.1979, 0.2650], [-0.0526, -0.1706, -0.0820], [-0.0878, 0.0079, -0.0735], [0.0339, -0.0296, -0.1207], [0.0428, -0.0235, -0.0214], [0.3702, 0.2416, -0.2984], [-0.1018, 0.0254, 0.1243], [-0.0738, -0.0906, -0.0225], [-0.0972, -0.1059, 0.0997], [-0.1004, -0.0132, 0.0965], [-0.4745, -0.1271, -0.7755], [-0.1847, 0.1136, -0.2295], [-0.1032, 0.0160, 0.1071], [0.1181, 0.1442, -0.3968], [0.0300, -0.1445, 0.4488], [-0.1060, 0.0887, 0.0908], [0.2249, 0.1561, 0.2671], [0.0068, -0.1140, 0.2052], [0.2382, -0.2249, 0.0559], [0.1567, 0.0841, 0.1971]], "lowdin_charge": [-1.641, 0.563, 0.591, 0.624, -0.028, -1.669, 0.562, 0.568, 0.594, -0.089, -1.524, 0.574, 0.568, 0.550, -0.049, -1.577, 0.541, 0.517, 0.533, -0.053, -0.121, -0.143, 0.003, -0.576, 0.148, 0.067, 0.131, 0.131, 0.122, 0.084], "homo_ev": -10.541, "lumo_energy_ev": -0.236, "charge": 0, "largest_force_ha_per_bohr": 0.0179, "homo_lumo_gap_ha": 0.3787, "spin_multiplicity": 1}